This record from the Open Molecules 2025 dataset describes a gas-phase ion, C5H13N2 (charge +1). The level of theory is ωB97M-V with the def2-TZVPD basis set.

Geometry as XYZ:
```
20
Properties=species:S:1:pos:R:3:forces:R:3:nbo_charge:R:1
C 1.750 0.040 -0.213 1.8 -0.2 2.1 -0.28
N 1.826 1.202 -1.004 -0.5 3.1 1.2 -0.89
C 0.395 -0.571 -0.340 -1.3 -0.8 -3.3 -0.01
N -0.682 0.495 -0.800 -1.5 -4.3 1.7 -0.53
C -1.693 0.452 0.286 -5.2 1.6 0.9 -0.31
C -1.461 -0.563 1.477 -0.9 -0.9 -5.1 -0.38
C -0.205 -1.299 0.818 -2.4 -2.3 -0.9 -0.45
H 2.620 -0.616 -0.441 -1.1 -0.3 -0.3 0.24
H 1.978 0.195 0.872 -0.4 0.5 -0.6 0.21
H 2.286 1.065 -1.871 0.6 0.6 -0.5 0.40
H 1.915 2.132 -0.485 0.4 -2.0 -1.5 0.41
H 0.378 -1.179 -1.325 0.4 0.4 1.9 0.20
H -0.148 1.301 -0.870 1.2 2.5 -1.2 0.46
H -1.069 0.031 -1.670 0.6 1.8 1.1 0.45
H -2.283 1.421 0.599 2.7 -0.7 -0.2 0.27
H -2.663 0.189 -0.151 0.5 -1.1 -0.8 0.24
H -2.465 -1.109 1.687 2.1 0.3 -0.7 0.25
H -1.313 0.010 2.294 1.4 1.4 2.9 0.22
H -0.473 -2.288 0.252 0.2 1.2 2.3 0.25
H 0.521 -1.381 1.562 1.3 -0.9 1.1 0.24
```
Forces are in eV/Å.

Its charge is +1. For the HOMO-LUMO gap, the calculation gives 10.553 eV. As for the energy relative to the best compared isomer or geometry (same formula, charge and spin): 81.9 kcal/mol. The maximum force is 5.5 eV/Å. Its SMILES is NC[C@H]1CCC[NH2+]1.